1.
# C35H27B2Br4CaN13O2SSe

A molecular structure, C35H27B2Br4CaN13O2SSe (ωB97M-V with the def2-TZVPD basis set, the OMol25 dataset).

XYZ file:
```
86
Properties=species:S:1:pos:R:3:forces:R:3:lowdin_charge:R:1
C 2.58851 2.48018 -2.99421 -0.058 -0.208 0.600 -0.099
C 0.62384 1.03305 -4.54056 -0.334 -0.364 0.371 -0.093
H 3.59162 0.25689 4.16647 0.040 -0.070 -0.063 0.103
C -4.19245 1.00377 5.89366 -0.047 0.047 -0.039 -0.111
C -1.17237 -0.46078 -3.14479 -0.100 -0.164 -0.123 -0.092
H -5.61383 -0.18219 4.81191 0.012 0.001 -0.053 0.115
C -1.28133 4.49377 -1.05700 -0.019 0.015 -0.031 -0.095
C 0.94419 1.26812 2.56030 0.085 0.023 0.120 -0.201
H -4.10663 2.33216 0.88182 -0.068 0.076 -0.066 0.060
C 3.54318 3.13012 -2.20771 -0.084 -0.017 -0.110 -0.008
N -0.80429 2.44902 -0.24461 0.177 -0.152 0.094 0.067
H -3.42711 4.30798 -0.46154 -0.044 -0.109 0.017 0.100
C -2.42644 3.91710 -0.54051 0.141 0.067 -0.058 -0.126
C -0.04006 -3.55789 -0.95160 0.006 -0.570 -0.028 -0.473
C -0.29338 3.52134 -0.84172 -0.115 0.110 -0.006 -0.181
C -2.80694 1.34286 5.95480 0.041 -0.099 -0.042 -0.091
H 1.80033 2.31820 4.34265 -0.071 -0.010 0.006 0.074
C -2.94798 -1.65454 -0.38125 -0.213 -0.034 0.023 -0.173
O -0.03443 -2.45567 -1.60862 -0.094 0.385 0.137 -0.255
H -4.91297 1.47545 6.54466 -0.053 -0.014 -0.053 0.083
Ca 0.27317 -0.63507 -0.09791 -0.756 0.630 -0.556 1.290
N -2.10854 2.69935 -0.06561 -0.130 0.365 0.006 -0.092
C 4.51071 -1.40399 -1.45641 0.014 0.059 0.033 -0.086
N 3.47947 -1.40645 0.50319 0.399 0.031 -0.122 -0.075
H -1.97283 -1.06813 -5.05018 -0.050 0.008 0.060 0.107
N 1.51701 2.18820 -6.48551 -0.059 -0.121 0.234 -0.241
C -4.44557 -0.05090 -0.33430 -0.046 -0.241 -0.038 -0.126
Se 2.75340 3.43363 -6.79454 0.061 0.064 -0.105 1.034
Br 0.03941 -7.61758 1.50369 -0.008 -0.044 0.075 0.612
N -3.26005 0.41702 0.09322 -0.389 0.093 -0.050 -0.089
C 3.62848 2.82224 -0.87145 -0.045 -0.003 -0.059 -0.031
H 5.58693 -1.26969 0.50381 -0.041 -0.055 0.075 0.101
N -3.67191 -0.50360 4.16409 0.097 0.191 0.032 0.037
H -1.89279 -1.01485 -2.55880 0.055 -0.030 0.021 0.095
B -3.02928 1.78764 0.78363 0.135 -0.230 0.061 -0.447
C 2.73998 0.48063 3.54647 -0.161 0.124 -0.020 -0.113
H -1.18092 5.46547 -1.51202 0.019 -0.007 -0.004 0.069
H 0.75846 3.57514 -1.07975 -0.070 0.007 0.025 0.078
H -5.31487 0.58442 -0.37781 0.046 0.070 0.072 0.098
O 0.01204 -2.38826 1.09863 -0.147 -0.842 0.392 -0.375
N 3.22947 3.55392 -5.08017 -0.102 -0.159 0.205 -0.241
N -0.23635 0.17966 -2.46962 0.241 0.163 -0.153 0.085
Br 0.11182 -4.67978 3.07827 0.013 0.061 -0.004 0.680
C 0.66704 0.89816 -3.14194 -0.322 -0.015 -0.533 -0.140
C -4.29969 -1.39112 -0.65064 0.013 0.131 -0.022 -0.084
H -5.05239 -2.06654 -1.02120 0.013 -0.025 0.004 0.074
C -0.02411 -5.99564 0.52085 -0.042 -0.061 -0.341 -0.784
C -0.33192 0.29286 -5.24398 0.129 0.101 0.069 -0.003
H -2.48812 2.10552 6.65576 0.060 0.008 -0.031 0.096
N 2.41730 -0.29789 2.50358 0.222 0.258 0.333 -0.072
C 0.00697 -3.52319 0.51170 -0.005 -0.605 -0.052 -0.458
C 3.12229 -1.50272 -1.61189 0.146 -0.062 0.031 -0.171
H 0.07191 1.82003 2.24161 0.006 -0.034 -0.038 0.089
H -0.32998 0.33453 -6.32537 -0.071 0.022 -0.006 0.109
C -0.12241 -6.02617 -0.86010 0.037 -0.144 0.335 -0.792
H 4.35235 3.30267 -0.22806 0.002 -0.026 0.021 0.104
C -4.58098 0.10265 4.95896 -0.082 0.081 0.132 -0.118
C -1.90161 0.72126 5.16030 -0.100 0.273 0.197 -0.097
N 2.51934 -1.49695 -0.42779 0.356 -0.193 -0.136 -0.022
H 4.25554 -1.58264 2.60304 0.104 0.114 0.028 0.061
Br -0.28191 -4.77485 -3.46522 0.008 -0.005 -0.036 0.656
C 1.53055 1.94766 -5.19669 0.017 0.122 -0.485 -0.333
H 2.53914 -1.59066 -2.51695 -0.086 -0.026 0.050 0.104
H -3.95015 -1.16975 3.45671 -0.018 -0.030 0.029 0.131
H 2.54489 -2.54743 2.20769 -0.028 -0.041 0.015 0.061
B 3.19242 -1.55745 2.02327 -0.162 -0.218 -0.038 -0.420
C 2.48241 2.70400 -4.41850 0.270 0.327 -0.327 -0.334
S -1.29792 -1.32524 3.41600 -0.133 0.169 0.175 0.755
H 2.80879 1.58212 0.69393 -0.015 -0.040 -0.029 0.101
H 5.27230 -1.39622 -2.21842 -0.008 0.000 -0.010 0.071
C -0.13129 -4.81707 -1.56624 -0.018 0.353 -0.008 -0.642
N 1.32166 0.17621 1.89820 0.074 0.398 0.263 -0.066
C 1.72121 1.56472 -2.37155 0.589 0.349 0.015 -0.168
H -0.85031 0.97139 5.18442 0.020 -0.064 -0.003 0.092
C 0.02989 -4.76074 1.18412 0.005 0.245 -0.046 -0.628
H -2.51707 1.59301 1.85956 0.048 0.029 0.074 0.059
C 1.81561 1.51205 3.62751 0.062 0.005 0.008 -0.094
C 4.68625 -1.34264 -0.08285 -0.006 0.020 -0.181 -0.116
H 4.19185 3.86054 -2.67365 0.041 -0.018 0.015 0.109
Br -0.25454 -7.67795 -1.78325 0.012 -0.054 -0.091 0.607
H -2.41318 -2.58654 -0.47881 0.109 0.061 0.000 0.104
C 2.75763 1.86162 -0.35181 0.172 0.095 0.106 -0.101
C -1.23413 -0.46586 -4.54055 0.038 0.036 -0.044 -0.020
N -2.33986 -0.55769 0.05804 0.315 -0.094 0.017 0.010
C -2.29545 -0.32881 4.26124 0.070 -0.506 -0.210 -0.788
N 1.83101 1.26282 -1.07409 -0.122 0.013 -0.125 0.083
```
Positions in Å, forces in eV/Å.

Output
spin multiplicity = 1
LUMO = 2.90 eV
gap between HOMO and LUMO = 4.03 eV
net charge = -2

***

2.
# C35H27BBrN2O8

3 unconnected molecules or ions with the total composition C35H27BBrN2O8 (ωB97M-V with the def2-TZVPD basis set, the OMol25 dataset).

XYZ file:
```
74
Properties=species:S:1:pos:R:3:forces:R:3:lowdin_charge:R:1
H -2.06950 3.15694 6.88756 -0.120 1.576 -0.681 0.110
C 0.32425 1.83396 1.02851 -0.125 0.241 -0.185 -0.013
H -0.34411 7.31970 5.21335 -1.081 0.806 -0.307 0.117
H 5.27115 -4.28530 -6.65497 -0.127 -0.012 -0.003 0.108
H 0.03250 3.77272 0.15113 -0.015 -0.087 -0.033 0.099
C 2.31782 -4.98083 -8.17886 0.240 0.005 -0.028 0.006
C 0.39739 -1.91242 1.78199 0.061 -0.303 0.086 -0.088
C -2.13416 4.34618 4.88192 -1.213 0.644 0.088 -0.081
O -0.97571 7.77813 4.59532 2.016 -2.195 -1.707 0.104
H -0.44861 1.83340 6.36546 1.527 1.201 -1.007 0.121
C 0.96706 -2.80351 2.69333 -0.011 -0.246 0.041 0.003
C -2.67316 -3.36112 -4.31238 0.175 -0.021 -0.052 -0.053
C -0.07626 -4.64972 1.54326 -0.027 0.199 -0.063 -0.043
C 0.44848 2.50476 6.11235 2.700 0.582 1.212 -0.060
H -2.00630 5.07497 7.02663 -0.233 -1.621 -0.834 0.145
C 1.95043 -4.09121 -5.96220 0.348 -0.049 -0.206 -0.086
O -0.46100 -5.09519 -8.43758 0.148 0.144 0.329 0.105
H 2.57662 3.45331 4.36056 -0.976 0.005 0.071 0.168
H -1.26849 2.90171 -1.77347 0.039 -0.091 0.085 0.113
C 0.44126 3.57229 4.94396 0.200 -0.332 -0.135 -0.095
C 0.63943 -0.46074 1.92878 0.486 0.106 0.668 -0.280
C -0.42590 -3.74934 -5.10099 -0.392 0.017 0.036 -0.082
H 4.36990 -5.18851 -8.78135 -0.090 0.033 0.086 0.109
C 0.73364 -4.16958 2.57023 -0.032 0.221 -0.052 -0.049
H 2.41776 3.26560 6.78141 -1.200 -1.760 0.265 0.088
C 4.19850 -4.37373 -6.79629 -0.214 0.030 0.108 -0.057
C 1.62999 2.42962 6.91535 -2.201 0.936 -1.857 0.055
C -2.40324 4.15867 6.45422 -1.118 0.277 -0.312 -0.181
N -0.69527 4.33280 4.47792 5.294 0.204 -1.731 0.058
H -0.26375 -5.71489 1.45206 0.021 0.133 -0.004 0.114
H 1.92940 -5.37045 -9.11479 -0.107 0.091 0.199 0.123
C -3.17756 -3.77978 -5.54201 0.221 -0.048 -0.076 -0.055
O 1.47833 -3.30495 -3.80038 -0.101 -0.081 -0.251 0.094
O -1.67925 -1.88700 -1.15683 0.172 0.213 0.286 0.097
H -1.26742 -4.14689 -0.17090 0.092 0.208 0.053 0.125
C 0.07899 0.46536 0.91879 -0.080 0.265 -0.139 -0.084
H 0.90018 2.22096 1.86378 -0.008 -0.228 -0.070 0.093
H -2.70883 -4.53022 -7.49859 0.225 0.000 0.093 0.122
C -0.93171 -4.19164 -6.32362 -0.314 0.122 0.205 -0.085
H -3.35129 -3.04173 -3.52708 0.115 -0.023 -0.055 0.106
C -0.39744 -2.39604 0.74199 0.068 -0.321 0.157 -0.078
H 3.73236 -3.59540 -4.85037 -0.224 -0.058 -0.074 0.119
H -1.73642 0.48239 -1.95776 0.097 -0.104 0.191 0.127
H -2.53354 5.40106 4.60804 0.893 -1.673 0.445 0.157
H 1.80090 1.62925 7.70976 -0.463 1.350 -1.260 0.095
Br 2.64257 5.74260 1.90204 -1.703 -1.343 1.913 0.801
H -0.91430 -3.01227 -3.13289 0.045 -0.054 -0.204 0.095
H 1.18183 -4.86104 3.27678 -0.049 0.092 -0.082 0.111
C -1.15952 0.85743 -1.11792 0.018 0.258 -0.022 0.018
C 1.44400 -4.57805 -7.16732 0.404 -0.028 -0.059 -0.084
C 3.33061 -3.98486 -5.78080 0.221 -0.056 -0.149 0.001
C -0.16397 2.70813 0.06430 0.034 -0.137 0.135 -0.061
C -1.30051 -3.34471 -4.09107 -0.169 0.023 0.028 0.001
H -4.27323 4.19376 5.73156 0.176 -0.033 0.963 0.087
C -0.01697 -4.65764 -7.38967 -0.402 -0.376 -0.917 -0.279
C -0.67607 -0.02213 -0.14721 0.034 0.484 -0.094 -0.073
C 3.69217 -4.87851 -7.99213 -0.206 0.025 0.066 -0.055
O 1.29757 -0.03136 2.86482 -0.175 0.069 -0.126 0.074
H -2.74020 3.61832 4.21190 1.260 0.840 1.291 0.167
C -0.97394 -1.46795 -0.25542 -0.539 -0.532 -0.731 -0.265
C -0.89817 2.22004 -1.01436 -0.021 -0.222 0.049 -0.045
C 1.03535 -3.68836 -4.87092 0.313 0.291 0.831 -0.280
O -0.77305 6.16308 2.61056 1.391 -0.865 3.209 0.105
H 1.59675 -2.43644 3.49799 -0.123 0.089 -0.173 0.119
O -3.86635 4.19427 6.62592 1.333 0.027 -1.182 -0.086
C 1.39743 4.90591 3.19485 -4.933 -0.717 2.593 -0.479
H -4.24861 -3.78041 -5.71848 0.123 -0.016 0.008 0.108
C -2.30955 -4.20021 -6.54445 -0.220 0.055 0.118 0.004
C -0.12436 5.17271 3.42913 3.472 0.432 -1.986 -0.156
C -0.64122 -3.76584 0.62995 0.064 -0.157 0.096 0.015
H 1.27883 8.31157 3.00729 -0.864 0.611 -0.579 0.101
O 0.37282 8.45393 2.63196 -0.641 -3.002 1.338 0.107
N 1.64902 3.87689 4.20583 -3.581 1.596 -0.315 0.103
B -0.44634 7.43755 3.27051 0.074 2.294 0.402 -0.563
```
Positions in Å, forces in eV/Å.

Output
spin multiplicity = 1
LUMO = -4.30 eV
gap between HOMO and LUMO = 6.50 eV
net charge = +1

***

3.
# C35H27Cl5FN5O3Pt

A molecular structure, C35H27Cl5FN5O3Pt (ωB97M-V with the def2-TZVPD basis set, the OMol25 dataset).

XYZ file:
```
77
Properties=species:S:1:pos:R:3:forces:R:3:lowdin_charge:R:1
H -4.70394 5.66786 0.52835 0.070 -0.051 -0.017 0.121
H 1.41436 -4.00574 0.43945 0.090 0.030 -0.055 0.058
O 3.76826 2.06256 -1.89745 -0.021 0.002 0.164 0.063
H -0.92764 3.85956 2.40165 0.049 0.032 0.058 0.132
H -0.66134 -0.66344 4.84205 -0.021 0.056 0.044 0.087
C -0.06554 -2.32984 2.56065 -1.212 -1.427 0.633 -0.220
H 2.25896 -3.32634 1.80985 0.078 -0.042 -0.075 0.072
H 1.05676 3.17756 -1.65435 0.049 0.083 0.075 0.060
Cl -2.79924 -4.19524 -2.47585 -0.010 -0.071 -0.055 0.706
C -3.87104 -1.36254 0.10415 0.014 -0.199 -0.165 -0.706
H -0.24304 2.94186 -4.99005 -0.064 0.125 -0.011 0.107
O 1.74936 -0.82044 4.18095 0.047 -0.063 -0.374 0.075
N -0.23244 1.66356 -0.03015 -0.083 -2.077 0.272 -0.013
N 2.38826 0.47186 0.95185 -0.004 -0.721 -0.970 0.037
C -2.14784 -3.02274 3.55425 -0.079 -0.206 -0.014 -0.047
N 0.81486 -1.36024 2.17945 -0.820 0.689 -2.636 0.092
C -2.02524 3.08706 -0.68895 0.282 0.219 0.280 0.002
C 0.68866 -0.30104 -5.00845 -0.064 0.151 -0.036 -0.051
C -2.86374 4.90276 0.90225 -0.256 0.190 -0.055 -0.500
O -2.52504 5.74346 1.70565 0.205 -0.075 0.136 0.086
Cl -0.13004 -2.71944 -1.88245 -0.114 -0.666 -0.482 0.772
H 5.91246 1.02336 2.34295 0.096 0.048 0.090 0.115
C -1.45154 -1.13434 -0.22525 1.238 -1.178 -1.148 -0.260
H 0.63626 -1.17914 -5.63435 -0.011 -0.118 -0.073 0.111
C -2.65154 -0.72784 0.35645 0.360 0.380 0.244 -0.645
F 2.34266 -1.86584 -0.31565 -1.967 0.468 0.018 -0.467
H 5.31536 1.73796 0.00975 -0.013 0.008 -0.026 0.124
H -2.71704 3.37296 -1.46565 -0.038 -0.032 -0.095 0.122
C 4.91106 0.89156 1.96515 -0.114 -0.084 -0.172 -0.013
C -1.96904 3.75766 0.53035 0.513 -0.353 -0.052 -0.127
C 3.31426 1.03916 0.19375 0.801 0.316 0.160 -0.169
N -4.06034 4.93516 0.27445 -0.276 0.011 -0.182 0.185
H 1.78286 -5.03614 1.82545 -0.022 -0.082 0.024 0.084
C 0.19346 2.01806 -4.63905 -0.131 -0.178 -0.300 -0.060
H 0.58546 1.96356 1.83035 -0.090 -0.031 0.002 0.112
Cl -2.73844 0.62906 1.41135 0.030 0.070 0.241 0.815
H -1.15614 1.50296 -1.85525 -0.029 -0.054 -0.015 0.127
Cl -5.43534 -3.19004 -1.12525 0.034 -0.048 0.021 0.700
H -4.38704 4.19286 -0.31785 0.008 -0.005 0.092 0.099
C 0.91936 2.02036 -3.46335 0.257 -0.563 0.417 -0.214
H 4.11756 -0.06604 3.73885 -0.016 -0.031 0.131 0.123
Cl -5.31464 -0.81554 0.86205 -0.033 -0.003 0.007 0.688
H 2.39166 -1.73274 -2.50045 -0.009 -0.058 0.118 0.019
C 3.01786 1.34246 -1.24665 0.260 -0.119 -0.050 -0.479
C 4.59806 1.27846 0.67355 -0.267 0.136 -0.074 0.033
C -1.21184 -2.03054 3.34115 0.591 0.009 -0.494 -0.205
C -1.33534 -0.69304 3.98415 0.108 0.070 0.259 -0.070
H 3.32506 -1.30254 -3.90755 0.047 -0.030 -0.062 0.098
C 2.67596 0.08566 2.18515 0.516 0.054 0.574 -0.180
C 1.66386 -0.70914 2.96195 0.533 0.380 0.353 -0.486
C 2.31256 -1.52334 -3.56215 0.090 -0.107 0.170 -0.077
C 1.47476 0.79426 -2.99875 -0.788 0.157 -1.929 -0.218
H 0.51936 4.09016 -3.07935 -0.119 0.053 0.007 0.082
N 1.99086 0.66186 -1.74735 -1.209 -1.280 1.486 0.078
H -0.59014 -5.65334 2.10745 0.002 -0.089 -0.061 0.112
C -1.57394 -2.21804 -1.09835 0.117 -0.036 -0.093 -0.691
H -2.35134 -0.51384 4.32545 -0.088 0.085 -0.024 0.077
C -2.76324 -2.87534 -1.38395 -0.035 0.030 0.068 -0.708
H -3.02744 -2.79914 4.13995 -0.124 0.042 0.041 0.111
C 0.02736 0.85696 -5.38355 0.088 0.136 0.100 -0.073
C 3.93716 0.28226 2.73585 -0.328 0.167 -0.073 0.031
C 1.17316 3.29546 -2.72895 0.151 0.124 -0.027 -0.040
C -3.93364 -2.43874 -0.77175 0.031 0.043 -0.013 -0.706
H 1.95736 -2.40614 -4.08815 0.008 -0.090 -0.048 0.073
H -1.02574 0.10486 3.31295 -0.004 0.042 0.045 0.028
H 2.20946 3.59466 -2.89895 -0.043 0.051 0.067 0.088
C -0.77744 -4.63194 2.40685 -0.228 0.003 0.061 -0.046
C -0.16644 2.30586 1.13115 0.350 0.126 0.509 -0.135
C -1.00604 3.35416 1.45185 -0.058 0.219 -0.352 0.009
C 0.18226 -3.66974 2.15265 -0.056 0.739 0.322 -0.191
H -0.57784 0.87196 -6.27655 -0.049 0.006 -0.124 0.100
C 1.48446 -4.03344 1.52655 0.067 -0.040 -0.219 -0.039
H -2.70604 -5.06174 3.23415 -0.079 -0.109 0.019 0.101
C -1.95584 -4.30594 3.06045 0.084 0.078 0.057 -0.067
C 1.44536 -0.34574 -3.85155 0.011 0.585 0.365 -0.218
C -1.14314 2.04686 -0.91945 -0.164 -0.214 -0.515 -0.151
Pt 0.66586 -0.56254 -0.11985 1.862 4.317 3.438 1.355
```
Positions in Å, forces in eV/Å.

Output
spin multiplicity = 1
LUMO (spin up / spin down) = -2.88 / -2.90 eV
gap between HOMO and LUMO (spin up / spin down) = 5.00 / 4.97 eV
net charge = 0

***

| no. | calculated total energy (eV) |
| --- | --- |
| 1 | -436350.9548 |
| 2 | -126804.8859 |
| 3 | -118900.3886 |